Arrangement w

Molecular formula: C60H151N9O20
Method: DFT, ωB97M-V with the def2-TZVPD basis set

The value obtained for the gap between HOMO and LUMO is 8.3 eV. The calculation puts the molecular weight at 1318.9 g/mol. The calculation puts the HOMO energy at -0.3013 hartree.

Geometry as XYZ:
```
240
C60H151N9O20, DFT ωB97M-V with the def2-TZVPD basis set
C 28.6243 19.7559 20.2093
O 29.1557 20.0106 18.9779
C 30.0540 19.0306 18.5118
C 30.6870 19.6700 17.2591
N 31.5580 20.7939 17.6322
C 31.9260 21.5968 16.5165
C 32.7843 22.8175 16.9161
O 32.9062 23.6643 15.7884
C 33.8651 24.7404 15.8948
H 28.8399 20.5009 20.9753
H 28.6526 18.7718 20.6771
H 27.5384 19.8027 20.1268
H 29.5436 18.1362 18.1546
H 30.6994 18.8032 19.3602
H 29.7619 19.9321 16.7458
H 31.3178 18.9726 16.7079
H 32.2906 20.7456 18.3258
H 31.0359 22.0039 16.0368
H 32.4020 20.9792 15.7548
H 33.7246 22.4647 17.3399
H 32.2728 23.5106 17.5840
H 34.0671 25.2242 14.9392
H 34.8289 24.2512 16.0358
H 33.7651 25.4221 16.7394
C 25.1778 6.7939 29.7391
O 25.7937 5.5204 29.5382
C 26.3559 5.1278 30.8745
C 26.7538 3.6517 30.9658
N 27.8585 3.4472 29.9432
C 28.4534 2.1205 29.7746
C 29.2923 1.6415 30.9838
O 30.0298 0.4586 30.6619
C 29.3480 -0.6625 30.1326
H 24.5156 6.7584 30.6041
H 24.5672 6.7631 28.8367
H 25.9223 7.5847 29.8317
H 25.6050 5.3151 31.6421
H 27.1740 5.7058 31.3043
H 25.9358 2.9378 31.0626
H 27.1614 3.2880 31.9090
H 27.7118 4.0987 29.1855
H 29.1483 2.1378 28.9350
H 27.6632 1.4277 29.4852
H 28.7139 1.5934 31.9065
H 30.0954 2.3570 31.1601
H 29.1964 -0.6517 29.0533
H 28.3516 -0.5982 30.5698
H 29.8235 -1.5648 30.5170
C 22.8830 5.6935 20.8621
O 22.5172 5.3773 22.1796
C 23.5793 5.2089 23.1319
C 23.0337 4.2160 24.1531
N 22.4971 3.0803 23.5176
C 23.4358 2.1041 22.8985
C 22.6967 1.1384 21.9149
O 22.0231 1.8986 20.8852
C 21.0120 1.1436 20.1615
H 23.7976 6.2687 20.7187
H 22.0807 6.1611 20.2913
H 23.0915 4.7947 20.2818
H 23.7322 6.2147 23.5232
H 24.4890 4.7453 22.7503
H 22.3366 4.9136 24.6174
H 23.7747 4.0836 24.9415
H 21.9289 3.4222 22.7558
H 24.0666 1.5313 23.5783
H 24.1378 2.6089 22.2348
H 22.0247 0.5998 22.5830
H 23.2713 0.4274 21.3213
H 21.4008 0.1667 19.8740
H 20.7520 1.7089 19.2666
H 20.0645 0.9278 20.6552
C 38.3721 17.4603 21.8399
O 37.5368 17.2501 22.9638
C 37.3319 15.8991 23.3513
C 36.8225 15.8451 24.7969
N 35.6404 15.0746 24.8728
C 35.2403 15.0833 26.2872
C 33.7630 14.9909 26.4662
O 33.0365 15.9728 25.6281
C 31.6392 15.8041 25.6463
H 38.5612 18.5333 21.8090
H 37.7795 17.3354 20.9336
H 39.2973 16.8901 21.9239
H 38.3300 15.4701 23.4395
H 36.7985 15.2295 22.6765
H 36.4417 16.8098 25.1320
H 37.5242 15.5362 25.5717
H 34.9090 15.5118 24.3306
H 35.5247 16.0322 26.7420
H 35.7488 14.3177 26.8732
H 33.4811 14.9781 27.5191
H 33.4893 14.0787 25.9362
H 31.1788 16.0194 26.6105
H 31.3042 14.7870 25.4432
H 31.1928 16.5487 24.9872
C 28.9125 14.0963 31.1362
O 29.9913 14.9822 31.6776
C 29.8952 15.3460 32.9442
C 31.2163 16.1550 33.1818
N 31.2205 17.3209 32.2542
C 32.2442 18.3091 32.4620
C 32.2000 19.3873 31.3016
O 33.1308 19.0324 30.3041
C 32.7664 19.6230 29.1496
H 27.9619 14.6276 31.1833
H 28.7299 13.1676 31.6767
H 29.2075 14.0194 30.0897
H 29.8225 14.5599 33.6958
H 29.0582 16.0335 33.0662
H 32.1554 15.6022 33.2098
H 31.1737 16.5752 34.1866
H 31.1927 16.8712 31.3503
H 33.2505 17.9215 32.6202
H 32.1384 18.8795 33.3848
H 32.6584 20.2800 31.7270
H 31.1756 19.5027 30.9477
H 31.9724 19.1705 28.5555
H 33.6457 19.2723 28.6094
H 32.9827 20.6704 28.9396
C 20.0846 11.9397 16.2194
O 20.8554 13.1225 16.4199
C 22.3209 12.9213 16.1862
C 23.1502 14.0105 16.7703
N 23.2774 15.1670 15.8973
C 23.8561 16.3273 16.6430
C 23.8698 17.5358 15.7732
O 22.6691 17.8623 15.2178
C 22.4837 19.2932 15.0641
H 19.3260 12.0886 15.4510
H 19.5696 11.6240 17.1266
H 20.7448 11.1203 15.9349
H 22.6329 12.8829 15.1425
H 22.5976 11.9672 16.6348
H 24.1615 13.6058 16.8103
H 22.8800 14.3433 17.7724
H 22.3772 15.5126 15.5968
H 24.8513 16.2146 17.0729
H 23.2054 16.5352 17.4924
H 24.6804 17.6030 15.0477
H 24.2022 18.3474 16.4204
H 23.2833 19.7550 14.4849
H 22.4299 19.7358 16.0588
H 21.5190 19.6329 14.6873
C 30.0592 8.9877 23.4267
O 30.7492 9.7333 22.4537
C 31.2522 10.9655 22.9680
C 31.9268 11.6502 21.7939
N 30.9534 12.2244 20.7661
C 31.4929 12.3729 19.4178
C 32.8117 13.0816 19.2900
O 32.7828 13.8492 18.1523
C 33.8534 14.7818 18.0024
H 29.4534 9.6338 24.0620
H 30.7156 8.3103 23.9728
H 29.4065 8.2943 22.8962
H 31.8940 10.7813 23.8296
H 30.4186 11.5603 23.3415
H 32.4364 10.8086 21.3249
H 32.6766 12.3439 22.1742
H 30.1598 11.6031 20.7019
H 30.9539 12.9315 18.6526
H 31.4868 11.3410 19.0667
H 33.6800 12.4260 19.2238
H 33.0220 13.6022 20.2243
H 34.0096 15.1263 16.9802
H 34.8198 14.3982 18.3299
H 33.7866 15.5649 18.7577
C 18.2216 10.5994 28.6706
O 17.1127 11.3850 29.1733
C 17.3913 12.8414 28.9814
C 16.7551 13.5758 30.2082
N 17.5579 13.3448 31.4300
C 16.9755 14.0229 32.5868
C 17.8638 14.2088 33.8715
O 18.0386 12.9165 34.5155
C 18.5208 12.9148 35.8790
H 18.6416 11.0655 27.7792
H 17.7691 9.6596 28.3541
H 19.0150 10.3536 29.3765
H 16.9977 13.0953 27.9972
H 18.4789 12.9130 28.9686
H 15.6759 13.4268 30.1757
H 16.7814 14.5684 29.7585
H 17.6975 12.3446 31.4426
H 16.0597 13.4591 32.7646
H 16.7795 15.0527 32.2883
H 17.3406 14.9412 34.4862
H 18.8516 14.5235 33.5349
H 17.9773 13.4677 36.6451
H 19.5103 13.3583 35.7681
H 18.6942 11.9075 36.2578
C 23.3530 18.7240 29.0145
O 23.9976 19.9739 28.9223
C 25.4389 19.8668 28.8283
C 26.1651 21.2673 28.8827
N 25.8472 22.1357 27.7470
C 26.5754 23.4064 27.6679
C 26.0408 24.6656 28.5425
O 24.6648 24.6532 28.8827
C 24.2214 25.9457 29.3254
H 22.3609 18.6734 29.4630
H 23.8635 17.9714 29.6154
H 23.1195 18.3180 28.0303
H 25.6609 19.2812 27.9361
H 25.7460 19.2792 29.6935
H 27.2530 21.2035 28.9044
H 25.9026 21.6972 29.8494
H 24.8512 22.2380 27.6142
H 26.3720 23.8248 26.6822
H 27.6570 23.3224 27.5627
H 26.1381 25.5064 27.8557
H 26.6934 24.9798 29.3570
H 24.7744 26.3252 30.1846
H 23.1752 25.8571 29.6181
H 24.1950 26.6171 28.4671
C 19.3591 17.4608 20.8916
C 19.0998 16.2798 21.8517
C 19.2960 14.8346 21.3218
O 19.9416 16.3744 23.0016
H 20.3983 17.5735 20.5826
H 18.9446 18.3776 21.3106
H 18.7297 17.2154 20.0362
H 18.0692 16.3394 22.2015
H 18.8764 14.6947 20.3255
H 18.9009 14.1215 22.0453
H 20.2784 14.4631 21.0301
H 19.7166 17.2424 23.3445
C 25.5322 12.6956 23.5829
C 24.4643 13.2605 24.3256
C 24.5097 12.9609 25.8399
O 24.4173 14.6368 23.9607
H 25.1198 12.3911 22.6210
H 25.7814 11.7754 24.1113
H 26.3825 13.3519 23.3977
H 23.5565 12.8105 23.9237
H 23.5066 13.2927 26.1081
H 25.3063 13.6178 26.1892
H 24.7170 11.9147 26.0649
H 23.4893 14.8822 23.9742
```

Mulliken atomic charge list, values in e, 2 entries: number 1, C, carries -0.86; number 2, O, carries -0.34

Arrangement x

Molecular formula: C60H151N9O20
Method: DFT, ωB97M-V with the def2-TZVPD basis set

The value obtained for the gap between HOMO and LUMO is 8.6 eV. The calculation puts the molecular weight at 1318.9 g/mol. The calculation puts the HOMO energy at -0.2971 hartree.

Geometry as XYZ:
```
240
C60H151N9O20, DFT ωB97M-V with the def2-TZVPD basis set
C 4.6472 -5.7123 -4.1221
O 3.3723 -5.1776 -4.4984
C 2.3919 -5.2752 -3.4785
C 1.2372 -4.3988 -3.8382
N 1.6786 -3.0103 -3.8958
C 0.6552 -2.1072 -4.4181
C 1.2596 -0.7289 -4.7366
O 1.9401 -0.9172 -5.9517
C 2.6027 0.2593 -6.4022
H 4.6602 -6.7064 -3.6752
H 5.1992 -5.0113 -3.4961
H 5.2497 -6.0085 -4.9807
H 2.8412 -4.9707 -2.5333
H 2.0353 -6.2870 -3.2855
H 0.3927 -4.4686 -3.1526
H 0.8200 -4.7454 -4.7836
H 2.4962 -2.9120 -4.4806
H -0.0976 -1.9636 -3.6430
H 0.1648 -2.4567 -5.3266
H 1.8476 -0.4220 -3.8716
H 0.4879 0.0233 -4.9002
H 3.3576 0.4525 -5.6401
H 1.8980 1.0885 -6.4641
H 3.0091 0.0515 -7.3920
C 0.8815 -0.7432 4.1970
O 0.3322 0.4697 4.7292
C -0.8278 0.4161 5.5227
C -1.1200 1.7944 6.0926
N -1.3581 2.8223 5.0547
C -1.2372 4.1718 5.6338
C -1.2418 5.2230 4.5286
O -0.1410 5.1241 3.7281
C -0.0648 5.8237 2.5586
H 1.1871 -1.4843 4.9356
H 1.7824 -0.5906 3.6027
H 0.1185 -1.2263 3.5867
H -0.6701 -0.3095 6.3207
H -1.6170 0.0590 4.8612
H -0.2361 2.0555 6.6745
H -2.0146 1.6789 6.7046
H -0.6550 2.6975 4.3404
H -0.2472 4.2427 6.0843
H -2.0351 4.5190 6.2902
H -1.2733 6.2080 4.9943
H -2.1591 5.0143 3.9781
H -0.0023 6.9085 2.6440
H -0.9251 5.6623 1.9090
H 0.7565 5.3703 2.0037
C -0.1239 3.1040 -4.6890
O -1.4564 3.3466 -4.2949
C -1.6659 3.2156 -2.8619
C -3.1620 3.2853 -2.5102
N -3.6252 4.6707 -2.5301
C -4.0576 5.0841 -3.8407
C -4.6572 6.5124 -3.8282
O -5.7830 6.7018 -2.9443
C -6.3034 8.0198 -2.9682
H 0.1742 2.0561 -4.6568
H 0.5529 3.6732 -4.0519
H 0.0335 3.5684 -5.6625
H -1.0916 3.9824 -2.3420
H -1.2395 2.2918 -2.4709
H -3.2811 2.9914 -1.4674
H -3.6930 2.5824 -3.1521
H -4.3850 4.8173 -1.8810
H -4.8832 4.4408 -4.1449
H -3.2367 5.0352 -4.5562
H -4.9748 6.6694 -4.8590
H -3.8012 7.1180 -3.5306
H -7.0501 8.0991 -2.1781
H -6.7843 8.1847 -3.9324
H -5.5567 8.7775 -2.7306
C 5.6255 -5.9562 -0.4901
O 4.2905 -6.5042 -0.6274
C 3.9992 -7.7241 0.1090
C 2.5592 -8.0260 0.0476
N 1.6547 -7.3273 0.9081
C 0.2567 -7.7102 0.7661
C -0.6564 -6.7245 1.5086
O -0.4961 -5.3333 1.0595
C -1.1597 -4.4323 1.9129
H 6.3723 -6.7010 -0.7653
H 5.9094 -5.7302 0.5377
H 5.7833 -5.1081 -1.1564
H 4.3466 -7.6314 1.1380
H 4.5149 -8.5979 -0.2895
H 2.2681 -9.0687 0.1748
H 2.2543 -7.7494 -0.9617
H 1.6502 -6.3256 0.7790
H 0.1337 -8.6830 1.2421
H -0.0496 -7.7347 -0.2797
H -0.3390 -6.7967 2.5488
H -1.7052 -7.0048 1.4112
H -2.2156 -4.7026 1.9137
H -1.0051 -3.4488 1.4692
H -0.8658 -4.5295 2.9581
C -2.9445 -2.3534 4.1801
O -3.4220 -1.2781 3.3430
C -3.1888 -1.3445 1.9843
C -3.3370 0.0057 1.2916
N -4.7225 0.3334 0.8947
C -5.7051 0.3091 2.0033
C -5.5636 1.5056 2.9495
O -5.8063 2.7360 2.2591
C -5.7945 3.9322 3.0116
H -3.4138 -3.3332 4.0915
H -3.1246 -2.1450 5.2348
H -1.8550 -2.3757 4.2041
H -3.8819 -2.0620 1.5451
H -2.1718 -1.6809 1.7827
H -2.8470 0.1043 0.3230
H -3.0042 0.8434 1.9045
H -4.6808 1.3189 0.6778
H -5.7429 -0.6176 2.5760
H -6.6950 0.1719 1.5682
H -4.5532 1.5995 3.3476
H -6.1884 1.4291 3.8394
H -4.8702 4.0285 3.5814
H -6.6348 4.0362 3.6981
H -5.7972 4.8357 2.4019
C -2.7534 0.0644 -4.4023
O -3.7791 -0.8188 -4.0680
C -4.8724 -0.2303 -3.3445
C -5.5400 -1.3084 -2.5665
N -6.3115 -0.7403 -1.4480
C -7.4294 -1.6824 -1.0824
C -7.0011 -3.1144 -0.6553
O -6.5557 -3.9448 -1.7402
C -7.6098 -4.4879 -2.5143
H -3.1345 1.0140 -4.7779
H -2.0055 -0.3236 -5.0938
H -2.3119 0.3069 -3.4357
H -5.5319 0.2528 -4.0654
H -4.5350 0.5270 -2.6368
H -4.8068 -1.9779 -2.1169
H -6.2438 -1.8202 -3.2229
H -5.7147 -0.4644 -0.6813
H -8.2026 -1.7135 -1.8500
H -8.0418 -1.3223 -0.2557
H -7.7353 -3.6487 -0.0523
H -6.0573 -3.0442 -0.1146
H -8.3144 -4.9506 -1.8233
H -7.2025 -5.2314 -3.1994
H -8.0328 -3.8591 -3.2977
C 3.4023 -3.7372 0.9543
O 3.6849 -2.3344 1.2348
C 5.0671 -2.0704 1.4278
C 5.2407 -0.4876 1.4579
N 4.6972 -0.0544 2.7018
C 5.6001 -0.0841 3.8276
C 4.9532 0.5258 5.1186
O 3.9296 -0.3668 5.5990
C 3.2484 0.0031 6.8133
H 3.9383 -4.4448 1.5868
H 3.4439 -4.1086 -0.0696
H 2.3418 -3.7979 1.1988
H 5.7070 -2.4133 0.6147
H 5.4501 -2.5472 2.3301
H 4.7082 -0.0637 0.6065
H 6.2862 -0.1791 1.4613
H 3.8838 -0.6201 2.8982
H 6.4303 0.5174 3.4575
H 6.0637 -1.0517 4.0197
H 4.5411 1.5029 4.8666
H 5.8014 0.6418 5.7933
H 3.9099 0.3674 7.5993
H 2.6345 -0.8339 7.1459
H 2.6533 0.8649 6.5112
C 6.8095 7.5860 1.3053
O 7.0310 6.3334 0.6970
C 7.4551 5.2169 1.5789
C 7.9016 4.0180 0.7317
N 6.8208 3.1453 0.3565
C 6.0301 3.6792 -0.7892
C 4.8876 2.6825 -1.1959
O 4.1772 3.2093 -2.3916
C 3.2513 2.2487 -2.8624
H 6.8082 8.3521 0.5300
H 7.6120 7.9030 1.9713
H 5.9498 7.4938 1.9690
H 6.6314 5.0162 2.2639
H 8.2967 5.5892 2.1631
H 8.5417 3.3768 1.3376
H 8.5129 4.2974 -0.1264
H 6.1396 3.1225 1.1019
H 6.7524 3.7536 -1.6021
H 5.7883 4.7265 -0.6078
H 4.1607 2.5827 -0.3899
H 5.4324 1.7692 -1.4349
H 2.5875 2.7294 -3.5810
H 2.5580 2.0134 -2.0548
H 3.7052 1.3358 -3.2479
C -1.5763 -2.1671 -1.5278
O -0.6026 -1.1097 -1.4084
C 0.5276 -1.5471 -0.6134
C 1.4911 -0.3514 -0.4363
N 0.7843 0.8741 -0.1910
C 0.6058 1.0054 1.2557
C -0.1696 2.3386 1.5339
O -1.4347 2.2415 0.8211
C -2.2686 3.3308 1.0658
H -1.1634 -3.0267 -2.0557
H -2.5136 -1.8504 -1.9852
H -1.8909 -2.5211 -0.5461
H 1.0045 -2.4643 -0.9591
H 0.1916 -1.7809 0.3968
H 2.0256 -0.2661 -1.3824
H 2.3028 -0.6193 0.2401
H -0.1838 0.8566 -0.4782
H 1.6020 1.1710 1.6660
H 0.1238 0.1682 1.7605
H 0.5042 3.1301 1.2057
H -0.2466 2.2184 2.6145
H -3.3065 3.1020 0.8239
H -2.0155 4.1457 0.3876
H -2.2663 3.6834 2.0971
C 2.5742 3.2068 3.5981
C 3.4736 3.5219 2.4041
C 3.8388 4.9982 2.5035
O 4.6817 2.8015 2.5180
H 3.0545 3.4316 4.5503
H 2.2869 2.1555 3.5766
H 1.6759 3.8242 3.6012
H 3.0232 3.3623 1.4244
H 4.5243 5.1756 1.6748
H 4.2393 5.3175 3.4656
H 2.9223 5.5733 2.3715
H 4.4454 1.8717 2.5538
C -3.7778 -5.0955 -3.1703
C -3.9238 -4.3363 -4.5399
C -2.6282 -3.8311 -5.1471
O -4.4931 -5.2923 -5.4142
H -4.7238 -5.5358 -2.8553
H -3.4252 -4.4098 -2.3998
H -3.0906 -5.9413 -3.1919
H -4.6860 -3.5633 -4.4413
H -2.1917 -3.0716 -4.4984
H -2.7980 -3.2833 -6.0740
H -1.9500 -4.5960 -5.5253
H -4.8214 -4.9153 -6.2337
```

Mulliken atomic charge list, values in e, 2 entries: number 1, C, carries -0.70; number 2, O, carries -0.42

The relative energies come out as arrangement w 9.034; arrangement x 0.000, with values in eV.